[1]
A 2-piece molecular cluster, C3H9ClOSi overall. Source: the OMol25 dataset; level of theory: ωB97M-V/def2-TZVPD.

Calculated values
**HOMO energy**: -10.50 eV
**Structure (SMILES)**: CC[Si](=O)Cl.C
**Calculated total energy**: -944.63573 hartree
**Relative energy (zero: lowest compared OMol25 entry of this formula, charge and spin)**: 67.9 kcal per mole

ORCA input file:
```
! wB97M-V def2-TZVPD RIJCOSX def2/J DEFGRID3
* xyz 0 1
C 1.813 -2.021 -1.136
C -2.077 2.967 0.373
C 1.291 -0.748 -0.323
O -1.141 -0.288 1.626
Si -0.138 -1.144 0.862
Cl -0.514 -3.111 0.836
H 1.135 -2.441 -1.820
H 2.868 -1.736 -1.440
H 2.020 -2.930 -0.366
H -2.390 3.552 1.297
H -2.061 3.515 -0.443
H -1.167 2.618 0.809
H 1.110 -0.109 -1.165
H 2.050 -0.268 0.410
H -2.800 2.145 0.479
*
```

=====

[2]
One molecule with the formula CH2ClFN2O. Source: the OMol25 dataset; level of theory: ωB97M-V/def2-TZVPD.

Calculated values
**HOMO energy (alpha / beta)**: -5.61 / -11.13 eV
**Expectation value of S²**: 2.01
**Calculated total energy**: -783.83450 hartree
**Relative energy (zero: lowest compared OMol25 entry of this formula, charge and spin)**: 21.6 kcal per mole

ORCA input file:
```
! wB97M-V def2-TZVPD RIJCOSX def2/J DEFGRID3
* xyz 0 3
C 0.027 0.609 0.071
N 1.333 0.116 0.054
N -1.109 -0.623 0.635
O -0.337 1.689 -0.165
F -0.937 -1.619 -0.362
Cl -2.629 0.062 0.236
H 1.610 -0.828 0.012
H 2.041 0.594 -0.481
*
```

=====

[3]
A 2-piece molecular cluster, C4H7N3O overall. Source: the OMol25 dataset; level of theory: ωB97M-V/def2-TZVPD.

Calculated values
**HOMO energy**: -7.85 eV
**Calculated total energy**: -395.98422 hartree
**Relative energy (zero: lowest compared OMol25 entry of this formula, charge and spin)**: 103.0 kcal per mole

ORCA input file:
```
! wB97M-V def2-TZVPD RIJCOSX def2/J DEFGRID3
* xyz 0 1
C -0.784 0.719 -0.537
C 1.869 0.639 0.991
C -0.621 1.996 -1.246
C 1.947 -1.622 -0.291
N -1.205 0.000 0.289
N -1.603 -0.875 1.034
N 1.724 -0.308 0.324
O 1.905 1.528 1.727
H 0.384 2.024 -1.669
H -1.300 2.060 -2.179
H -0.875 2.699 -0.434
H 2.908 -1.838 -0.462
H 1.554 -2.462 0.320
H 1.330 -1.711 -1.194
H -1.471 -1.832 0.676
*
```

=====

The lowest relative energy (zero: lowest compared OMol25 entry of this formula, charge and spin) belongs to which entry? CH2ClFN2O

=====

calculated total energy of number 3 (C4H7N3O)? -395.98422 hartree

=====

The highest relative energy (zero: lowest compared OMol25 entry of this formula, charge and spin) belongs to which entry? C4H7N3O

=====

What is the calculated total energy in the third record? -395.98422 hartree